ORCA calculation (ωB97M-V/def2-TZVPD) on the molecule CH3N3O in a non-equilibrium geometry.

Properties
Frontier orbital gap (Eh): 0.37001
HOMO level (Ha): -0.337
Largest force on an atom (eV/Å): 3.85
ΔE to the lowest compared entry with this formula, charge and spin (kcal/mol): 74.2

Last column: Löwdin charge in e.
Geometry (Å):
O: 1.00748 -1.55004 -1.22635  0.126
C: 0.40270 -0.75514 -0.60725  -0.398
N: -0.69082 -0.55428 0.11834  0.040
N: -0.43151 0.72570 0.66804  -0.108
N: 0.73232 0.95761 -0.18210  0.027
H: -1.42272 -1.18904 0.41267  0.152
H: -1.16046 1.40224 0.41516  0.104
H: 1.56300 0.96294 0.40150  0.058

ORCA calculation (ωB97M-V/def2-TZVPD) on a structure of composition C8H15CeClINOPS in a non-equilibrium geometry.

Properties
Net charge: +2
2S+1: 2
Frontier orbital gap (alpha / beta) (Eh): 0.20692 / 0.20661
HOMO level (alpha / beta) (Ha): -0.561 / -0.561
Largest force on an atom (eV/Å): 4.34
ΔE to the lowest compared entry with this formula, charge and spin (kcal/mol): 0.0

Last column: Löwdin charge in e.
Geometry (Å):
C: -2.70624 -1.29347 -0.53727  -0.156
I: -0.64513 -2.62461 -2.10523  0.914
H: -1.87598 -0.59262 -0.37942  0.024
H: -3.36269 -1.21823 0.35476  0.102
H: -3.35042 -1.00988 -1.38788  0.105
Ce: 1.73527 0.66341 0.83884  0.995
P: 0.03089 1.52043 -1.61822  0.708
C: -0.71432 0.97393 -3.21957  -0.278
C: -1.04509 2.98609 -1.34408  -0.260
H: 1.94749 3.08779 -1.62468  0.049
H: 0.97547 3.10478 -3.14650  0.066
H: 2.13391 1.76284 -2.82731  0.057
C: 1.42683 2.46801 -2.36860  -0.279
H: -0.67465 3.52343 -0.46556  0.017
H: -1.03682 3.65266 -2.21919  0.071
H: -0.65330 1.81139 -3.93488  0.067
H: -1.76846 0.68049 -3.10277  0.050
H: -2.07217 2.65545 -1.15460  0.058
H: -0.15659 0.10821 -3.59859  0.008
C: -2.16195 -2.67541 -0.61637  -0.886
O: -2.50007 -3.65489 -0.00009  0.045
Cl: 1.03443 2.88555 1.81086  0.165
S: 2.40580 -1.70401 3.59126  1.147
C: 0.93704 -2.67729 3.35709  -0.236
C: -0.02864 -2.01921 2.63159  -0.094
N: 0.40924 -0.76020 2.19265  -0.147
C: 1.46777 -0.30229 2.97195  -0.639
H: 0.90080 -3.68989 3.75267  0.109
H: -1.00068 -2.36998 2.37203  0.131
H: 1.49292 0.70605 3.40882  0.086

ORCA calculation (ωB97M-V/def2-TZVPD) on the molecule C21H26N2O4S2 in a non-equilibrium geometry.

Properties
Frontier orbital gap (Eh): 0.32519
HOMO level (Ha): -0.311
Largest force on an atom (eV/Å): 1.22
ΔE to the lowest compared entry with this formula, charge and spin (kcal/mol): 20.1

Last column: Löwdin charge in e.
Geometry (Å):
C: -3.72351 -3.22701 1.11515  -0.044
C: -2.33613 -2.87063 0.69703  -0.253
C: -1.27202 -3.75803 0.82994  -0.016
C: 0.01200 -3.42313 0.44231  0.014
C: 0.26371 -2.17112 -0.11262  -0.202
N: 1.52351 -1.74196 -0.52025  0.118
C: 2.72600 -2.36548 -0.39987  -0.463
O: 2.89350 -3.47248 0.05894  0.076
C: 3.88340 -1.49913 -0.88611  -0.091
C: 3.67893 -0.88815 -2.28296  -0.239
C: 3.59284 0.63372 -2.28895  -0.436
S: 2.09296 1.29615 -1.46075  0.949
C: 2.63806 1.55758 0.22144  -0.529
C: 3.81393 2.23939 0.49693  -0.107
C: 4.19662 2.43979 1.81087  -0.077
C: 3.39891 1.98566 2.84800  -0.081
C: 2.20791 1.33681 2.56806  -0.070
C: 1.82330 1.11971 1.25732  -0.107
C: -0.79515 -1.27550 -0.26548  -0.007
C: -2.06159 -1.62339 0.14732  -0.207
S: -3.39174 -0.42939 -0.02171  0.698
O: -4.29746 -0.87566 -1.04181  -0.273
O: -3.92919 -0.16734 1.28740  -0.277
N: -2.56923 0.92438 -0.59723  -0.251
C: -2.14290 1.85957 0.42686  -0.176
C: -3.26719 2.84088 0.77127  -0.184
O: -3.74815 3.49187 -0.38485  -0.125
C: -4.23886 2.56143 -1.32580  -0.181
C: -3.14140 1.58533 -1.75412  -0.165
H: -4.40837 -3.08262 0.28116  0.081
H: -4.05181 -2.56430 1.91436  0.081
H: -3.77597 -4.25802 1.45550  0.082
H: -1.45402 -4.73567 1.25080  0.116
H: 0.82395 -4.12096 0.56405  0.103
H: 1.53525 -0.79675 -0.90016  0.032
H: 4.77392 -2.12732 -0.86840  0.121
H: 4.02727 -0.70960 -0.14323  0.113
H: 2.78301 -1.30175 -2.75088  0.112
H: 4.52361 -1.15965 -2.92025  0.113
H: 4.46219 1.07736 -1.80867  0.069
H: 3.52553 1.00138 -3.31284  0.073
H: 4.42802 2.62211 -0.30523  0.104
H: 5.11725 2.96288 2.02188  0.106
H: 3.70170 2.14551 3.87138  0.104
H: 1.57524 0.99039 3.37087  0.108
H: 0.89423 0.61555 1.04016  0.083
H: -0.63581 -0.30698 -0.71368  0.098
H: -1.86694 1.28512 1.31088  0.120
H: -1.26947 2.40132 0.04646  0.130
H: -2.90623 3.62784 1.43562  0.130
H: -4.07895 2.28374 1.25947  0.119
H: -4.59740 3.14647 -2.17422  0.129
H: -5.07132 1.98734 -0.89172  0.131
H: -3.55002 0.81171 -2.40229  0.116
H: -2.33589 2.12102 -2.26740  0.133

Among the records above, which one has the highest largest force on an atom? C8H15CeClINOPS